1.
{"formula": "C22H23FeI2N4P", "method": "ωB97M-V/def2-TZVPD", "s2": 8.775, "homo_ev": [-17.5, -17.3], "relative_energy_ev": 0.672, "multiplicity": 6, "charge": 3, "lumo_ev": [-9.176, -12.882], "e_tot_ev": -88998.7521, "mol_weight_g_mol": 684.08, "orbital_gap_ev": [8.2921, 4.4522], "species": ["Fe", "N", "P", "C", "C", "C", "C", "C", "C", "C", "C", "C", "C", "C", "C", "C", "C", "C", "C", "C", "N", "H", "H", "H", "H", "H", "H", "H", "H", "H", "H", "H", "H", "H", "H", "H", "I", "C", "I", "H", "H", "C", "N", "C", "C", "N", "C", "H", "H", "H", "H", "H", "H"], "xyz": [[-0.262650, -0.296973, -0.045518], [1.516158, 2.366619, 0.847605], [1.372612, 0.907457, 1.713574], [2.583773, 1.179192, 3.066236], [3.730724, 0.393439, 3.137196], [4.670941, 0.618124, 4.136974], [4.458039, 1.615965, 5.075646], [3.320126, 2.402869, 5.000209], [2.362071, 2.178405, 4.019993], [-0.262207, 1.073182, 2.541249], [-0.558000, 0.124271, 3.531070], [-1.671858, 0.287390, 4.336238], [-2.522678, 1.364745, 4.120610], [-2.250230, 2.286661, 3.117092], [-1.135632, 2.139146, 2.308691], [1.340383, 2.474376, -0.513400], [1.719949, 3.641349, -1.190519], [1.618314, 3.678892, -2.565129], [1.173615, 2.544684, -3.239862], [0.772614, 1.450957, -2.494779], [0.814873, 1.423024, -1.159395], [2.069141, 3.116106, 1.257093], [3.903416, -0.389422, 2.413390], [5.570110, 0.022298, 4.168601], [5.180384, 1.777006, 5.862542], [3.169789, 3.203106, 5.711234], [1.459733, 2.774121, 4.007668], [0.122817, -0.699180, 3.703927], [-1.875904, -0.410303, 5.134029], [-3.398273, 1.484704, 4.738567], [-2.889093, 3.145686, 2.984686], [-0.935416, 2.869609, 1.537819], [2.093345, 4.487360, -0.636761], [1.897691, 4.566869, -3.112304], [1.134640, 2.502472, -4.316387], [0.413245, 0.555420, -2.986235], [-2.202689, -0.876315, -2.485043], [-3.793965, -0.553695, -1.068269], [-2.965647, -0.700630, 0.917943], [-4.577324, -1.299379, -1.200504], [-4.185733, 0.454692, -1.200142], [1.300735, -5.440155, 1.547829], [1.223586, -4.283817, 0.698363], [1.799564, -4.131073, -0.521392], [1.453207, -2.881140, -0.970972], [0.676099, -2.274999, -0.029440], [0.557496, -3.157285, 0.964950], [1.853513, -6.232077, 1.048371], [0.301569, -5.807843, 1.782033], [1.806624, -5.197029, 2.483044], [2.401155, -4.888350, -0.980880], [1.716123, -2.407536, -1.896755], [-0.009171, -2.993711, 1.862420]], "atomic_forces_ev_per_a": [[0.45, -0.85, -0.80], [0.09, -0.58, 0.20], [0.22, 2.05, 1.70], [-0.34, -0.65, -0.37], [0.37, -0.13, -0.06], [-0.18, -0.08, -0.26], [0.10, -0.13, -0.14], [-0.42, 0.22, -0.12], [-0.06, 0.06, 0.20], [0.62, -0.19, -0.56], [-0.12, -0.37, 0.29], [0.28, -0.23, -0.11], [-0.02, -0.03, 0.07], [0.29, 0.28, -0.32], [-0.39, 0.28, -0.03], [-0.03, 0.47, -0.95], [-0.08, -0.40, 0.29], [-0.09, -0.25, -0.11], [-0.06, -0.17, 0.20], [0.00, 0.22, -0.68], [-0.55, -0.85, 1.09], [0.02, -0.24, 0.11], [0.05, -0.08, -0.09], [0.03, -0.09, 0.03], [0.04, 0.06, 0.02], [-0.06, -0.01, 0.05], [-0.07, 0.09, -0.01], [0.03, -0.10, 0.07], [0.01, -0.09, 0.05], [-0.12, 0.05, 0.10], [-0.11, 0.07, -0.04], [0.07, 0.06, -0.01], [0.07, 0.12, 0.09], [0.05, 0.07, -0.01], [-0.02, 0.02, -0.08], [-0.01, 0.10, 0.02], [-0.25, 0.10, 0.50], [0.31, 0.07, -0.13], [0.08, 0.05, -0.46], [0.27, -0.05, 0.09], [0.17, -0.17, 0.07], [-0.02, -0.86, 0.82], [-0.33, 0.95, -0.22], [0.05, 0.73, -0.74], [0.51, -0.65, -0.30], [-0.85, 1.11, 0.59], [-0.18, 0.15, 0.21], [-0.02, 0.10, -0.04], [0.05, 0.02, -0.10], [0.03, 0.01, -0.12], [0.09, -0.20, -0.06], [0.08, 0.03, -0.13], [-0.07, -0.11, 0.16]]}

=====

2.
{"formula": "C22H23IrN8S5Si", "method": "ωB97M-V/def2-TZVPD", "homo_ev": -6.8, "relative_energy_ev": 0.000, "multiplicity": 1, "charge": 0, "lumo_ev": -1.182, "e_tot_ev": -100004.3600, "mol_weight_g_mol": 780.12, "orbital_gap_ev": 5.5995, "species": ["Ir", "N", "C", "N", "C", "C", "S", "C", "C", "S", "C", "N", "N", "H", "H", "H", "H", "H", "H", "S", "C", "C", "C", "C", "N", "C", "C", "C", "S", "C", "N", "H", "H", "C", "Si", "C", "C", "C", "H", "H", "H", "H", "H", "H", "H", "H", "H", "H", "H", "S", "C", "N", "C", "C", "C", "N", "H", "H", "H", "H"], "xyz": [[0.109712, -0.113029, -0.298067], [2.413703, 2.250223, -1.994182], [2.924266, 1.505239, -0.995295], [2.331203, 0.460582, -0.480527], [3.106378, -0.120810, 0.504491], [4.293478, 0.473395, 0.745913], [4.487715, 1.826809, -0.305983], [2.548296, -1.321415, 1.125634], [3.171411, -2.231876, 1.900777], [2.124963, -3.577436, 2.192006], [0.899423, -2.819336, 1.233579], [1.233168, -1.631550, 0.790219], [-0.258687, -3.421737, 0.938674], [1.406694, 2.133073, -2.141489], [2.780966, 3.176364, -2.125512], [5.046213, 0.216405, 1.470990], [4.179545, -2.213948, 2.276363], [-0.593550, -4.203553, 1.469787], [-0.912879, -2.903959, 0.376501], [0.183433, 1.329746, 1.477603], [-0.627117, 2.759033, 0.876463], [-0.847714, 3.828200, 1.744918], [-1.466496, 4.989322, 1.310961], [-1.665913, 6.070042, 2.234680], [-1.810634, 6.936255, 2.976225], [-1.892012, 5.091358, -0.023888], [-1.682073, 4.026604, -0.887096], [-1.047581, 2.863508, -0.458368], [-0.771737, 1.558412, -1.599785], [-2.541486, 6.276435, -0.506127], [-3.053982, 7.228803, -0.896014], [-0.528475, 3.751383, 2.776343], [-2.019694, 4.102238, -1.912884], [-1.533940, -1.432404, 3.181142], [-2.650272, -1.340027, 1.658667], [-3.303976, -3.065630, 1.184908], [-4.170444, -0.355250, 2.159901], [-1.906144, -0.446784, 0.185776], [-1.290521, -2.455273, 3.479823], [-2.033210, -0.956967, 4.028196], [-0.601433, -0.889426, 3.011756], [-4.377433, -2.989605, 0.996168], [-3.171776, -3.798157, 1.986203], [-2.868542, -3.476212, 0.270349], [-4.766437, -0.885145, 2.908175], [-4.811375, -0.151778, 1.298696], [-3.871885, 0.605708, 2.586170], [-2.301176, 0.561125, 0.364826], [-2.463081, -0.773702, -0.706610], [-0.259933, -1.716208, -2.169584], [1.182302, -1.989878, -2.975851], [1.166358, -2.867828, -4.036601], [2.257590, -3.162009, -4.772165], [3.440759, -2.572224, -4.459976], [3.411541, -1.666977, -3.376053], [2.347108, -1.386014, -2.670875], [0.276532, -3.297747, -4.249021], [2.118252, -3.865093, -5.580957], [4.342723, -2.778505, -5.012706], [4.317877, -1.142774, -3.087266]], "atomic_forces_ev_per_a": [[0.34, -0.77, -0.49], [-0.14, -0.02, -0.22], [0.01, -0.23, 0.26], [-0.20, 0.20, 0.06], [-0.10, -0.03, 0.04], [0.03, -0.03, -0.02], [0.01, 0.03, -0.01], [-0.03, 0.02, -0.10], [-0.04, 0.02, -0.04], [0.00, 0.01, -0.01], [0.16, 0.19, 0.12], [-0.08, 0.04, 0.00], [0.04, -0.11, -0.12], [-0.01, 0.05, 0.05], [-0.02, 0.04, 0.01], [-0.02, -0.02, 0.00], [-0.01, -0.01, 0.00], [-0.04, 0.03, 0.03], [-0.08, 0.09, -0.01], [-0.04, 0.21, 0.25], [0.05, -0.04, -0.04], [-0.01, 0.02, -0.01], [-0.02, -0.02, 0.02], [0.00, 0.05, -0.05], [0.00, -0.03, 0.02], [-0.01, -0.01, -0.02], [0.00, -0.01, 0.00], [0.04, -0.01, 0.05], [0.01, 0.21, -0.16], [0.02, 0.04, 0.07], [0.00, -0.03, -0.04], [0.01, 0.00, 0.00], [0.01, 0.00, 0.00], [0.05, -0.09, -0.03], [-0.02, 0.15, 0.11], [-0.02, 0.00, 0.00], [0.00, -0.01, 0.02], [-0.05, -0.15, -0.01], [-0.01, 0.00, -0.02], [0.01, 0.00, 0.00], [-0.04, -0.04, 0.02], [0.00, 0.00, 0.01], [0.00, 0.01, 0.00], [-0.01, -0.03, -0.01], [0.01, 0.01, 0.00], [0.00, -0.01, 0.00], [0.00, 0.01, -0.01], [-0.04, 0.02, -0.05], [0.01, -0.04, 0.04], [0.20, 0.45, 0.48], [-0.22, -0.02, -0.08], [0.00, -0.05, -0.03], [0.05, 0.04, 0.08], [-0.06, -0.02, -0.04], [-0.02, 0.03, 0.00], [0.26, -0.12, -0.10], [0.00, 0.01, -0.02], [0.01, 0.00, 0.01], [-0.01, 0.01, -0.01], [0.02, -0.01, 0.01]]}

=====

3.
{"formula": "C22H23MnN3OS2", "method": "ωB97M-V/def2-TZVPD", "s2": 8.759, "homo_ev": [-7.2, -7.5], "relative_energy_ev": 0.000, "multiplicity": 6, "charge": 0, "lumo_ev": [-0.105, -0.227], "e_tot_ev": -82698.1676, "mol_weight_g_mol": 464.52, "orbital_gap_ev": [7.1182, 7.2599], "species": ["Mn", "C", "C", "C", "C", "C", "C", "C", "C", "C", "S", "C", "N", "H", "H", "H", "H", "H", "H", "H", "H", "C", "C", "N", "C", "C", "C", "S", "N", "C", "O", "C", "C", "C", "C", "C", "C", "H", "H", "H", "H", "H", "H", "H", "H", "H", "H", "H", "H", "H", "H", "H"], "xyz": [[0.928469, 1.424317, 1.023545], [-1.358726, -0.577913, 2.182594], [-1.414872, 0.799555, 2.797966], [-2.344443, 1.018618, 3.847876], [-2.431035, 2.252706, 4.392361], [-1.589763, 3.295754, 3.917627], [-1.735327, 4.650205, 4.342635], [-0.843884, 5.612184, 3.922202], [0.184284, 5.245370, 3.047529], [0.318821, 3.955856, 2.559272], [1.751349, 3.503063, 1.608045], [-0.650632, 2.974236, 2.945127], [-0.606255, 1.736372, 2.346128], [-0.899263, -0.688691, 1.198722], [-2.424629, -0.862720, 2.168384], [-0.918851, -1.314769, 2.874242], [-3.039434, 0.235650, 4.188740], [-3.088722, 2.582979, 5.221274], [-2.411876, 4.840894, 5.117659], [-0.955870, 6.615241, 4.350198], [0.969156, 5.915719, 2.745343], [1.468985, -3.934257, -2.678563], [1.144587, -3.719069, -1.182264], [1.990922, -2.680452, -0.505107], [3.353659, -3.047700, -0.049353], [4.465740, -2.572661, -0.918362], [1.540313, -1.413173, -0.432279], [2.395888, -0.385364, 0.711933], [0.584526, -1.158505, -1.353153], [-0.050693, -0.020372, -1.590950], [0.088559, 1.009307, -0.875391], [-0.880669, -0.056388, -2.860256], [-1.338281, -1.244231, -3.417210], [-2.235082, -1.241997, -4.473280], [-2.719952, -0.068364, -4.929015], [-2.241649, 1.182566, -4.447683], [-1.304650, 1.129885, -3.393350], [0.834976, -4.681358, -3.120382], [2.483143, -4.335295, -2.799573], [1.350511, -2.988345, -3.220782], [1.214610, -4.597417, -0.540120], [0.126165, -3.298804, -1.144043], [3.310159, -4.147536, 0.057380], [3.466043, -2.912928, 1.048945], [4.247228, -2.998783, -1.950191], [5.390367, -3.122131, -0.656020], [4.503647, -1.481654, -0.808763], [-0.920400, -2.180691, -3.014725], [-2.556268, -2.201212, -4.851980], [-3.467089, -0.197392, -5.721850], [-2.663845, 2.120754, -4.741852], [-1.019942, 2.028939, -2.939227]], "atomic_forces_ev_per_a": [[0.26, -0.22, -1.33], [-1.13, -0.34, 0.80], [0.36, -0.57, -0.42], [-0.61, -0.37, 0.28], [0.02, 1.47, 0.64], [-0.71, 0.52, -0.03], [1.57, -0.78, -0.48], [-0.75, -0.26, 0.46], [0.36, -0.48, -0.31], [0.26, -0.14, -0.01], [-0.28, 0.77, 0.23], [0.76, 0.55, -0.71], [-0.86, -0.16, 1.49], [-0.07, 0.32, 0.12], [0.38, -0.28, -0.57], [0.18, 0.40, -0.18], [0.64, 0.22, -0.32], [0.11, -0.82, -0.64], [-1.12, 0.41, 0.87], [0.29, -0.32, -0.44], [-0.01, 0.45, 0.06], [0.80, 0.07, 0.84], [-0.07, 1.26, -0.25], [0.29, -0.38, -0.07], [-1.66, -2.24, 2.05], [0.01, -1.17, -1.05], [0.21, 0.24, -0.71], [-0.18, -0.53, -0.41], [0.01, -0.72, 0.45], [1.33, 0.00, 0.61], [-1.02, 0.27, -0.69], [0.02, -0.13, 0.94], [1.03, -0.84, 0.52], [1.02, -1.29, 1.36], [-0.71, 2.00, -1.33], [0.25, -2.12, 0.90], [-1.75, 0.35, -1.49], [-0.59, -0.29, -0.08], [-0.05, 0.33, -0.05], [0.15, -0.25, 0.17], [0.03, -0.20, -0.35], [0.39, -0.50, 0.21], [0.16, 0.08, -0.98], [0.03, 1.15, -0.69], [0.23, 1.29, 0.90], [-0.23, 0.80, 0.25], [0.52, -0.35, -0.64], [-0.44, 0.48, -0.21], [-0.17, 0.07, -0.21], [0.18, 0.79, 0.25], [-0.04, 0.27, -0.37], [0.56, 1.19, 0.60]]}